59
Properties=species:S:1:pos:R:3:forces:R:3 method="wB97M-V/def2-TZVPD" orbital_gap_ev=7.863 energy_ha=-3034.9490
F 0.6766 2.4426 -5.2130 -0.3 -0.7 1.6
C 0.4470 1.7356 -4.0518 0.2 0.0 -0.7
C -0.7932 1.1340 -3.8723 -0.1 0.2 -0.3
C -0.9593 0.3397 -2.7531 -0.6 -0.3 0.2
F -2.2233 -0.1760 -2.5627 1.5 0.5 -0.3
C 0.0823 -0.0137 -1.8723 -0.3 0.9 -0.1
B -0.0680 -1.2074 -0.9162 0.2 0.3 -0.2
C -1.3877 -1.9554 -0.6714 -1.1 -0.4 0.4
C -2.3424 -1.8226 0.3412 0.4 -0.1 0.2
F -2.0742 -0.9984 1.4094 -0.3 -0.5 -1.2
C -3.5274 -2.5419 0.3771 0.0 -0.3 -0.2
C -3.7005 -3.5175 -0.6051 -0.5 -0.2 0.0
F -4.8655 -4.2507 -0.6018 1.1 0.7 0.0
C -2.7513 -3.7773 -1.5939 -0.3 0.0 0.2
C -1.6275 -2.9762 -1.5956 -0.2 0.2 0.0
F -0.7163 -3.1573 -2.6047 -0.6 0.1 0.7
C 1.1553 -2.0409 -0.5502 1.0 -0.4 0.4
C 1.4467 -2.5600 0.7210 -0.2 0.2 -0.2
F 0.6621 -2.1720 1.7875 0.8 -0.4 -1.1
C 2.4876 -3.4464 0.9519 0.0 -0.1 -0.1
C 3.2506 -3.8254 -0.1547 0.4 -0.3 0.0
F 4.2439 -4.7607 0.0246 -0.9 1.0 -0.1
C 3.0447 -3.3226 -1.4418 0.0 -0.3 0.4
C 1.9763 -2.4649 -1.5995 0.1 0.0 -0.2
F 1.6928 -2.0678 -2.8836 0.4 -0.2 1.1
C 1.2940 0.6825 -2.1069 0.4 -0.6 0.2
F 2.3841 0.3857 -1.3246 -1.2 0.5 -0.7
C 1.4974 1.5752 -3.1458 0.0 0.1 -0.1
H -1.6050 1.2374 -4.5921 0.3 0.1 0.2
H -4.2716 -2.3442 1.1460 0.2 -0.2 -0.2
H -2.8647 -4.5449 -2.3545 -0.2 0.1 0.2
H 2.6801 -3.8321 1.9513 0.0 0.0 -0.3
H 3.6504 -3.5988 -2.3000 -0.1 -0.1 0.3
H 2.4610 2.0711 -3.2827 -0.4 -0.3 0.0
Cl 5.4830 3.3165 1.7144 0.6 0.3 0.0
C 3.8872 2.7013 1.8099 -0.9 -0.5 0.0
C 3.5405 1.8349 2.8582 -0.3 0.1 -0.5
C 2.2518 1.3102 2.9046 -0.1 0.6 -0.5
C 1.3260 1.6816 1.9188 -0.2 -0.2 0.2
C -0.0486 1.0792 1.9155 0.5 -0.1 1.4
C -1.2856 1.9284 1.9838 0.0 0.1 0.4
C -2.3507 1.4609 2.7699 0.2 0.6 -0.3
C -3.6148 2.0075 2.6121 0.2 0.3 -0.2
C -3.7958 3.0276 1.6695 0.7 -0.5 -0.1
Cl -5.3844 3.5985 1.3575 -0.5 0.3 -0.1
C -2.7241 3.5568 0.9420 0.1 -0.3 0.6
C -1.4454 3.0381 1.1523 -0.7 -0.1 0.3
C 1.6916 2.4948 0.8515 0.6 0.2 0.3
C 2.9747 3.0348 0.8023 -0.2 -0.2 0.3
H 4.2638 1.5579 3.6101 0.1 0.1 0.0
H 1.9430 0.6222 3.6948 0.2 0.2 -0.2
H -0.1220 0.6115 0.9570 -0.2 -0.9 -0.6
H -0.0878 0.3290 2.7337 -0.1 0.2 -0.8
H -2.1649 0.6851 3.5146 -0.1 0.1 -0.4
H -4.4491 1.6227 3.1885 0.0 0.2 -0.1
H -2.8680 4.3509 0.2205 -0.2 0.0 0.2
H -0.5789 3.5161 0.7049 -0.4 -0.2 -0.2
H 0.9616 2.7048 0.0651 0.5 -0.1 0.2
H 3.2419 3.7002 -0.0113 0.2 -0.1 0.1

78
Properties=species:S:1:pos:R:3:forces:R:3 method="wB97M-V/def2-TZVPD" orbital_gap_ev=6.895 energy_ha=-6892.2344 de_lowest_kcal_mol=12.68 charge=-1
Y -0.4471 0.7087 -0.4315 0.9 -1.0 0.6
C -4.2770 -3.3487 -0.8232 0.0 -0.1 0.0
N -2.9390 -3.5400 -0.2907 -0.1 0.0 0.0
C -2.1907 -4.6948 -0.4446 -0.2 0.1 0.0
C -1.0023 -4.4825 0.1334 0.1 0.1 0.1
N -1.0190 -3.1842 0.6396 0.2 0.1 0.1
C -2.2220 -2.5847 0.3577 0.1 -0.2 -0.1
S -2.7307 -1.0226 0.6942 0.0 0.1 -0.1
C 0.0046 -2.6850 1.4992 -0.2 -0.1 -0.1
C 0.6063 -3.5908 2.3646 0.0 -0.1 0.1
C 1.6095 -3.1389 3.2000 0.0 0.0 0.0
C 1.9596 -1.8020 3.1523 0.0 0.1 0.0
C 1.2840 -0.9802 2.2680 0.0 0.0 0.0
N 0.3233 -1.4052 1.4398 0.2 0.2 0.2
H -4.2493 -3.3292 -1.9122 0.0 0.0 0.0
H -4.6473 -2.3937 -0.4639 0.0 0.0 0.0
H -4.9242 -4.1536 -0.4760 0.0 0.0 0.0
H -2.5636 -5.5526 -0.9767 0.0 0.1 0.0
H -0.1277 -5.1043 0.1879 0.0 0.0 0.0
H 0.2732 -4.6183 2.3960 0.0 0.0 0.0
H 2.0932 -3.8202 3.8885 0.0 0.0 0.0
H 2.7281 -1.3840 3.7883 0.0 0.0 0.0
H 1.5410 0.0672 2.2164 0.0 0.0 0.0
F 1.3462 3.9159 3.2620 -0.1 0.0 0.2
C 1.8472 4.2115 2.0659 -0.1 0.0 -0.1
F 1.0159 5.0307 1.4378 0.0 0.1 0.0
F 3.0199 4.8191 2.2249 0.1 0.1 0.1
S 2.0667 2.6513 1.1321 -0.2 0.5 -0.1
O 0.6787 2.1963 1.0034 0.6 0.0 0.2
O 2.9563 1.8973 1.9677 -0.1 0.0 -0.2
N 2.6840 3.2400 -0.1874 -0.1 -0.6 0.0
S 2.2690 2.8099 -1.6518 -0.2 0.1 0.2
O 0.9359 2.2368 -1.7773 0.3 -0.1 0.2
O 3.3211 2.2114 -2.4132 0.0 0.0 0.2
C 2.0674 4.4876 -2.3568 -0.1 -0.1 0.0
F 1.6898 4.3789 -3.6243 0.0 0.1 -0.2
F 1.1523 5.1757 -1.6847 0.0 0.1 0.0
F 3.2253 5.1398 -2.3030 0.1 0.1 0.0
F -1.9625 2.9005 6.5001 0.0 0.0 0.0
C -2.0696 2.7996 5.1652 0.0 0.0 0.2
C -1.4465 1.7749 4.4843 0.1 -0.1 0.0
F -0.7176 0.8693 5.1572 0.0 0.0 0.0
C -1.5789 1.6935 3.1140 0.0 0.0 -0.1
F -0.9630 0.6753 2.4902 0.1 -0.1 0.2
C -2.3122 2.5889 2.3457 0.0 0.0 0.0
S -2.4651 2.4566 0.6200 -0.1 -0.1 0.0
C -2.9204 3.6126 3.0755 -0.1 0.1 -0.1
F -3.6480 4.5449 2.4466 0.0 0.0 0.0
C -2.8104 3.7182 4.4487 -0.1 0.1 0.0
F -3.4211 4.7199 5.1030 0.0 0.0 0.0
C 4.4749 0.0669 -0.3663 0.0 0.0 0.0
C 3.0517 -0.3623 -0.6189 0.1 0.1 -0.1
O 2.1488 0.4163 -0.2963 -0.1 0.0 0.2
C 2.7703 -1.6231 -1.2646 0.1 -0.2 0.0
C 3.8134 -2.5005 -1.6368 0.0 0.1 0.1
C 3.5710 -3.7023 -2.2447 -0.1 -0.1 -0.1
C 2.2343 -4.0655 -2.5099 0.1 0.0 0.0
C 1.1982 -3.2358 -2.1812 0.0 0.0 0.0
C 1.4196 -1.9662 -1.5577 -0.1 -0.2 0.0
O 0.4245 -1.2222 -1.2756 -0.5 0.4 -0.2
H 4.4805 0.9184 0.3065 0.0 0.0 0.0
H 4.9176 0.3710 -1.3185 0.0 0.0 0.0
H 5.0687 -0.7401 0.0598 0.0 0.0 0.0
H 4.8378 -2.2124 -1.4390 0.0 0.0 0.0
H 4.3872 -4.3554 -2.5245 0.0 0.0 0.0
H 2.0252 -5.0150 -2.9913 0.0 0.0 0.0
H 0.1721 -3.5021 -2.4015 0.0 0.0 0.0
Cl -2.0512 -1.8325 -2.6805 -0.1 0.1 -0.2
C -2.5289 -0.1830 -3.0215 0.1 0.2 0.1
C -1.9034 0.8825 -2.3554 -0.8 0.2 -1.1
C -2.3084 2.1369 -2.8481 0.1 -0.3 -0.1
Cl -1.5746 3.5840 -2.2277 -0.1 0.1 0.0
C -3.2527 2.3259 -3.8581 0.0 0.1 0.0
Cl -3.6659 3.9116 -4.4141 0.0 -0.1 0.0
C -3.8810 1.2258 -4.4226 0.0 0.0 0.0
Cl -5.0882 1.4325 -5.6398 0.0 0.0 0.0
C -3.5107 -0.0441 -4.0041 0.0 -0.1 0.0
Cl -4.2744 -1.4262 -4.7205 0.0 0.0 0.0

66
Properties=species:S:1:pos:R:3:forces:R:3 method="wB97M-V/def2-TZVPD" orbital_gap_ev="6.446 / 4.231" energy_ha=-5545.0475 spin_multiplicity=3 de_lowest_kcal_mol=73.48 charge=+1
Pd 0.4356 -0.0773 -0.1673 -1.1 -0.7 -1.3
S -6.6393 0.1382 1.0488 0.6 0.4 -0.1
C -7.2717 1.7112 0.8682 0.2 0.1 -0.1
C -6.3086 2.6328 0.5578 -0.8 -0.1 0.2
C -5.0356 2.0669 0.4624 0.3 -0.8 0.0
C -5.0217 0.7080 0.6972 -1.0 0.7 0.2
C -3.9145 -0.1961 0.5766 0.4 -1.0 -0.1
C -2.5965 0.2845 0.3578 -0.2 0.3 0.1
N -1.5815 -0.5031 0.0807 0.3 -0.1 0.0
C -1.7994 -1.8360 -0.0656 -0.7 -0.4 0.2
C -3.0401 -2.4243 0.2686 0.8 0.3 -0.2
C -3.1689 -3.8448 0.1772 0.2 -0.3 -0.1
C -2.1470 -4.6214 -0.2580 -0.4 0.0 0.1
C -0.9139 -4.0465 -0.6928 0.0 0.7 0.1
C 0.1817 -4.7962 -1.1239 0.4 0.6 -0.2
C 1.3434 -4.1522 -1.5467 -1.1 0.3 0.1
C 1.2930 -2.7403 -1.6472 0.1 -0.4 -0.1
N 0.3075 -2.0124 -1.1607 0.0 0.4 0.6
C -0.7696 -2.6385 -0.6298 -0.1 -0.6 -0.1
C 2.5674 -4.8687 -1.7909 1.0 -0.6 -0.2
C 3.8231 -4.3637 -2.0633 -0.8 -0.1 0.1
C 4.8232 -5.3451 -2.0965 0.2 -0.6 0.1
C 4.3363 -6.5956 -1.8418 0.0 0.2 0.0
S 2.6535 -6.5977 -1.5677 0.2 0.7 -0.1
C -4.0912 -1.5771 0.6192 0.3 0.6 0.0
H -8.3257 1.8761 0.9863 -0.2 0.0 0.1
H -6.5169 3.6759 0.3971 0.0 0.1 0.0
H -4.1711 2.6341 0.1735 0.1 0.0 0.0
H -2.3870 1.3464 0.3767 0.1 0.0 0.1
H -4.1172 -4.2821 0.4540 0.0 -0.1 0.0
H -2.2545 -5.6952 -0.3132 0.0 -0.1 0.0
H 0.1302 -5.8751 -1.1054 0.0 -0.1 0.1
H 2.1127 -2.2104 -2.1144 0.0 0.1 0.1
H 4.0285 -3.3223 -2.2353 0.0 0.2 0.0
H 5.8635 -5.1426 -2.2870 0.1 0.0 0.0
H 4.8815 -7.5190 -1.7979 0.1 -0.1 0.0
H -5.0547 -1.9992 0.8629 -0.1 -0.1 0.0
Br 2.8100 -2.1068 0.9175 0.6 0.4 -0.3
C 3.3177 -0.6902 -0.2550 -2.9 -0.2 0.7
C 4.6222 -0.5420 -0.6434 1.2 0.7 -0.6
C 4.9415 0.5984 -1.4330 0.2 -0.3 0.1
C 4.0615 1.6166 -1.5082 -0.1 0.0 0.2
C 2.7620 1.4956 -0.7847 -0.3 1.0 0.0
N 2.3365 0.1449 -0.6201 1.3 -1.2 0.8
H 5.3719 -1.2617 -0.3641 0.0 -0.1 0.0
H 5.8912 0.6390 -1.9388 0.2 0.1 0.0
H 4.2606 2.5297 -2.0394 0.1 0.2 -0.1
H 1.9622 2.0893 -1.2586 0.2 -0.3 0.2
O 0.4972 7.4590 3.2401 -0.2 0.4 0.1
N 1.2222 6.4977 3.1502 -0.1 -0.1 -0.1
O 2.2834 6.3553 3.7139 0.5 0.1 0.3
C 0.7888 5.4131 2.3009 -0.2 -0.8 -0.6
C -0.4199 5.4750 1.6325 0.0 0.1 0.1
C -0.8412 4.4182 0.8424 0.9 -0.2 0.3
C -0.0679 3.2200 0.6694 0.1 0.1 0.2
O -0.3863 2.2512 -0.0634 0.3 -0.7 -0.2
C 1.1600 3.2185 1.4368 -0.7 0.8 0.1
C 1.5769 4.2651 2.2140 0.0 0.1 0.1
N 1.8967 2.0255 1.3938 -0.9 -1.3 0.3
O 3.0066 2.0257 0.5802 0.8 -0.2 -0.8
O 1.2963 0.9129 1.5932 0.7 1.2 0.4
N -2.1276 4.5224 0.2274 -0.3 0.0 0.1
O -2.7458 5.5528 0.3690 -0.3 0.4 -0.1
O -2.5549 3.5485 -0.3682 -0.1 0.1 -0.4
H -1.0648 6.3368 1.7465 0.1 0.0 0.0
H 2.4886 4.1984 2.7897 0.0 0.0 0.0